1.
The following is a DFT calculation (ωB97M-V with the def2-TZVPD basis set) of a molecular structure, C22H26N2O7S at a distorted geometry.

As for the charge: 0. For the energy above the lowest of the compared OMol25 structures with the same formula, charge and spin, the calculation gives 20.519 eV. For the LUMO energy, the calculation gives -1.4 eV.

Cartesian coordinates (Å):
S -1.492 2.730 -0.394
O 0.362 -2.855 -2.499
O 4.068 -2.905 0.274
O 0.807 -1.931 -0.515
O -0.441 2.366 0.781
O -1.655 4.001 -0.755
O -1.040 -1.516 -4.304
O -4.367 -2.967 1.477
N 3.039 -0.655 0.338
N -2.974 2.527 0.426
C -2.876 -1.083 1.971
C -0.532 0.437 -1.256
C 3.009 2.122 -0.308
C 3.035 2.660 0.961
C 3.070 -2.309 0.116
C -4.500 0.515 0.274
C -2.495 0.374 1.361
C 0.295 -1.754 -1.847
C 2.612 1.837 2.000
C -4.039 -1.604 1.423
C 1.768 -2.746 -0.285
C -1.368 1.416 -1.427
C -0.571 -0.667 -1.994
C -1.224 -0.595 -3.457
C -3.517 -3.615 2.502
C 4.108 0.034 0.887
C -2.008 0.679 -3.500
C 4.207 1.010 -0.459
C -3.393 1.146 0.622
C -1.971 1.718 -2.679
C -4.918 -0.539 0.632
C 3.861 0.750 1.984
H 2.223 3.254 0.789
H -0.549 -2.464 -3.974
H -2.541 -3.818 1.915
H 2.509 2.284 2.915
H -2.553 2.571 -2.781
H -3.262 -3.205 3.413
H -2.171 -1.517 2.455
H 5.129 1.653 -0.364
H 1.805 1.248 1.677
H 4.821 1.273 2.191
H 4.362 0.400 -1.421
H -3.667 3.049 0.106
H 3.512 2.732 -1.328
H 3.867 3.425 0.930
H -5.203 0.970 -0.419
H 3.870 0.013 2.632
H 2.127 -0.408 0.013
H 1.428 -3.381 0.651
H -5.892 -1.083 0.186
H -2.367 0.829 -4.863
H 5.055 -0.720 0.781
H 1.895 -3.576 -1.191
H -1.580 0.737 1.764
H 2.304 1.436 -0.789
H -0.045 0.192 -0.111
H -3.938 -4.472 2.475

How positive or negative is each atom? The Löwdin charges in e answer that: atom 1 (S): 0.73, atom 2 (O): 0.03, atom 3 (O): 0.12, atom 4 (O): -0.03, atom 5 (O): -0.37, atom 6 (O): -0.21, atom 7 (O): 0.10, atom 8 (O): -0.09, atom 9 (N): 0.05, atom 10 (N): -0.01, atom 11 (C): 0.06, atom 12 (C): -0.06, atom 13 (C): -0.23, atom 14 (C): -0.34, atom 15 (C): -0.34, atom 16 (C): -0.20, atom 17 (C): 0.07, atom 18 (C): -0.25, atom 19 (C): -0.09, atom 20 (C): -0.19, atom 21 (C): -0.25, atom 22 (C): -0.37, atom 23 (C): -0.05, atom 24 (C): -0.18, atom 25 (C): -0.03, atom 26 (C): -0.43, atom 27 (C): 0.00, atom 28 (C): -0.14, atom 29 (C): -0.29, atom 30 (C): -0.05, atom 31 (C): -0.04, atom 32 (C): -0.16, atom 33 (H): 0.08, atom 34 (H): 0.23, atom 35 (H): 0.13, atom 36 (H): 0.10, atom 37 (H): 0.11, atom 38 (H): 0.07, atom 39 (H): 0.01, atom 40 (H): 0.09, atom 41 (H): 0.09, atom 42 (H): 0.15, atom 43 (H): 0.12, atom 44 (H): 0.04, atom 45 (H): 0.18, atom 46 (H): 0.17, atom 47 (H): 0.14, atom 48 (H): 0.07, atom 49 (H): 0.06, atom 50 (H): 0.19, atom 51 (H): 0.17, atom 52 (H): 0.22, atom 53 (H): 0.20, atom 54 (H): 0.20, atom 55 (H): 0.07, atom 56 (H): 0.08, atom 57 (H): 0.21, atom 58 (H): 0.02

---

2.
The following is a DFT calculation (ωB97M-V with the def2-TZVPD basis set) of 5 unconnected molecules or ions with the total composition C15H40O5 at a distorted geometry.

As for the charge: 0. For the energy above the lowest of the compared OMol25 structures with the same formula, charge and spin, the calculation gives 2.589 eV. For the LUMO energy, the calculation gives 0.6 eV.

Cartesian coordinates (Å):
O -16.442 -14.652 5.926
O -19.913 -0.769 4.551
O -15.867 -5.854 5.831
O -13.979 -7.353 -0.109
O -15.566 -9.723 14.311
C -14.257 -5.544 7.615
C -16.755 -15.050 4.595
C -15.046 -7.846 6.760
C -15.407 -6.405 7.090
C -14.316 -10.192 13.812
C -18.116 -14.477 4.136
C -15.411 -7.327 -1.916
C -14.702 -8.219 -0.968
C -19.612 0.328 5.390
C -19.750 -0.096 6.835
C -13.665 -9.114 -1.606
C -15.617 -14.593 3.694
C -13.262 -9.167 14.067
C -14.034 -11.571 14.399
C -20.477 1.572 5.049
H -18.313 -13.491 4.556
H -15.351 -8.804 -0.316
H -16.879 -16.133 4.611
H -19.317 -1.473 4.817
H -13.038 -9.061 15.128
H -19.916 0.685 7.577
H -14.169 -8.119 7.347
H -15.825 -14.923 2.676
H -13.186 -7.165 -0.616
H -14.233 -11.624 15.469
H -21.503 1.254 5.236
H -13.818 -6.015 8.494
H -15.317 -6.177 5.114
H -13.150 -9.710 -0.852
H -20.105 2.353 5.712
H -18.823 -15.182 4.574
H -14.632 -4.570 7.931
H -16.111 -6.411 7.922
H -13.010 -11.926 14.281
H -16.071 -7.771 -2.661
H -14.614 -12.303 13.836
H -15.443 -13.527 3.550
H -14.593 -8.021 5.784
H -13.503 -5.406 6.839
H -18.566 0.628 5.331
H -15.958 -6.515 -1.436
H -20.296 1.902 4.026
H -14.691 -15.127 3.909
H -13.009 -8.475 -2.197
H -18.188 -14.498 3.049
H -13.582 -8.249 13.574
H -18.913 -0.654 7.256
H -15.573 -9.612 15.265
H -14.007 -9.925 -2.250
H -15.557 -14.931 6.169
H -12.311 -9.535 13.680
H -20.631 -0.723 6.969
H -14.423 -10.329 12.736
H -15.893 -8.531 6.800
H -14.698 -6.818 -2.565

How positive or negative is each atom? The Löwdin charges in e answer that: atom 1 (O): -0.06, atom 2 (O): -0.04, atom 3 (O): -0.07, atom 4 (O): -0.06, atom 5 (O): -0.06, atom 6 (C): -0.07, atom 7 (C): -0.49, atom 8 (C): -0.07, atom 9 (C): -0.46, atom 10 (C): -0.51, atom 11 (C): -0.05, atom 12 (C): -0.07, atom 13 (C): -0.51, atom 14 (C): -0.51, atom 15 (C): -0.08, atom 16 (C): -0.06, atom 17 (C): -0.07, atom 18 (C): -0.07, atom 19 (C): -0.06, atom 20 (C): -0.04, atom 21 (H): 0.08, atom 22 (H): 0.14, atom 23 (H): 0.13, atom 24 (H): 0.09, atom 25 (H): 0.08, atom 26 (H): 0.07, atom 27 (H): 0.07, atom 28 (H): 0.07, atom 29 (H): 0.08, atom 30 (H): 0.08, atom 31 (H): 0.08, atom 32 (H): 0.07, atom 33 (H): 0.07, atom 34 (H): 0.08, atom 35 (H): 0.08, atom 36 (H): 0.07, atom 37 (H): 0.08, atom 38 (H): 0.13, atom 39 (H): 0.07, atom 40 (H): 0.08, atom 41 (H): 0.08, atom 42 (H): 0.09, atom 43 (H): 0.07, atom 44 (H): 0.08, atom 45 (H): 0.12, atom 46 (H): 0.08, atom 47 (H): 0.07, atom 48 (H): 0.07, atom 49 (H): 0.08, atom 50 (H): 0.08, atom 51 (H): 0.09, atom 52 (H): 0.07, atom 53 (H): 0.09, atom 54 (H): 0.08, atom 55 (H): 0.08, atom 56 (H): 0.08, atom 57 (H): 0.08, atom 58 (H): 0.14, atom 59 (H): 0.08, atom 60 (H): 0.08

---

3.
The following is a DFT calculation (ωB97M-V with the def2-TZVPD basis set) of 6 unconnected molecules or ions with the total composition C32H72Br2N4 at a distorted geometry.

As for the charge: +2. For the energy above the lowest of the compared OMol25 structures with the same formula, charge and spin, the calculation gives 5.571 eV. For the LUMO energy, the calculation gives -4.0 eV.

Cartesian coordinates (Å):
Br -10.153 -3.188 0.139
Br 3.041 -2.109 -1.836
N 3.804 1.724 6.094
N 4.037 -2.285 -9.433
N -4.781 6.875 3.249
N -3.513 -4.901 0.527
C 3.314 1.062 7.414
C -3.985 9.225 3.041
C -2.126 -5.459 0.982
C -3.547 -5.662 2.908
C 4.065 -0.810 -8.928
C -3.766 6.097 2.392
C -4.046 7.268 4.566
C -6.005 5.931 3.599
C -3.491 -6.640 -2.938
C -3.248 8.548 4.234
C 2.927 -2.662 -10.461
C 6.355 -1.377 -9.348
C -3.288 5.470 -0.078
C 3.155 -0.478 7.242
C 5.369 1.529 6.010
C 5.424 -2.429 -10.080
C 3.669 3.588 4.438
C -3.283 -3.359 0.296
C -4.386 -5.179 1.803
C 3.339 2.236 3.729
C 3.170 -1.266 8.540
C 3.063 1.207 4.846
C 3.360 -4.702 -8.571
C -4.058 -5.583 -0.699
C 3.883 -3.255 -8.190
C 3.488 3.233 5.968
C -2.103 -5.319 2.526
C -4.310 5.499 1.079
C -5.161 8.261 2.724
C 5.438 -0.509 -8.426
C 3.359 -5.646 -7.321
C -3.096 -5.587 -1.870
H -5.694 5.043 4.150
H 5.541 0.458 6.118
H 5.695 1.950 5.059
H -2.824 6.456 -0.107
H 3.907 -5.246 -9.341
H -3.726 -7.556 -2.397
H -4.966 -4.276 1.995
H 5.715 0.545 -8.405
H -3.896 -5.236 3.848
H 4.033 -1.129 9.192
H -3.324 9.094 5.174
H 1.885 -2.571 -10.155
H 3.343 0.186 4.589
H 2.261 -0.768 6.690
H 6.782 -0.667 -10.057
H -4.995 -5.056 -0.877
H 2.418 3.260 6.175
H 2.763 -5.192 -6.528
H -2.645 -6.903 -3.574
H -3.079 6.873 2.054
H -4.457 10.168 3.318
H -4.910 7.421 5.213
H -2.476 4.760 0.081
H 7.115 -1.949 -8.815
H 4.706 3.826 4.200
H 4.345 -5.934 -6.957
H 2.796 -1.836 -11.160
H 5.763 2.099 6.851
H -3.079 -4.610 -2.352
H -6.598 5.643 2.731
H -2.066 -5.802 -1.586
H 2.970 4.346 4.082
H 5.590 -0.843 -7.399
H -4.294 -6.565 -0.289
H 5.258 -2.011 -11.073
H -2.200 8.509 3.935
H -1.317 -4.892 0.520
H -3.208 5.312 2.902
H 4.893 -3.202 -7.783
H -5.236 -5.829 1.595
H 2.320 -4.521 -8.840
H -2.690 -3.161 -0.597
H -5.167 6.079 0.737
H 3.214 -0.591 -8.283
H 2.355 1.454 7.750
H -3.651 -6.743 3.003
H 5.791 -3.455 -10.125
H 3.963 -0.185 -9.815
H -1.983 -4.272 2.806
H 3.064 -2.294 8.192
H -3.787 5.335 -1.037
H -4.225 -2.824 0.178
H -3.328 9.429 2.196
H -6.753 6.532 4.115
H -5.259 8.179 1.642
H 2.279 -1.084 9.141
H 1.998 1.212 5.080
H 2.542 2.502 3.036
H -2.861 -2.949 1.214
H -1.366 -5.970 2.996
H 4.079 3.700 6.755
H -6.050 8.556 3.281
H 2.735 -6.486 -7.625
H 3.135 -2.633 -7.699
H -3.628 6.303 4.850
H 3.987 1.414 8.197
H 3.306 -3.551 -10.965
H -4.724 4.517 1.310
H 4.226 1.996 3.143
H 4.018 -0.804 6.662
H -4.280 -6.449 -3.665
H -1.963 -6.460 0.585

Atomic partial charges in e from the Löwdin method, atoms 1 to 99: atom 1 (Br): -1.00, atom 2 (Br): -1.00, atom 3 (N): -0.25, atom 4 (N): -0.24, atom 5 (N): -0.24, atom 6 (N): -0.21, atom 7 (C): -0.09, atom 8 (C): -0.12, atom 9 (C): -0.09, atom 10 (C): -0.17, atom 11 (C): -0.11, atom 12 (C): -0.12, atom 13 (C): -0.08, atom 14 (C): 0.05, atom 15 (C): -0.08, atom 16 (C): -0.12, atom 17 (C): 0.02, atom 18 (C): -0.11, atom 19 (C): -0.07, atom 20 (C): -0.24, atom 21 (C): 0.08, atom 22 (C): -0.08, atom 23 (C): -0.12, atom 24 (C): 0.05, atom 25 (C): -0.10, atom 26 (C): -0.14, atom 27 (C): -0.09, atom 28 (C): -0.09, atom 29 (C): -0.21, atom 30 (C): -0.13, atom 31 (C): -0.05, atom 32 (C): -0.07, atom 33 (C): -0.13, atom 34 (C): -0.23, atom 35 (C): -0.08, atom 36 (C): -0.15, atom 37 (C): -0.08, atom 38 (C): -0.22, atom 39 (H): 0.11, atom 40 (H): 0.10, atom 41 (H): 0.10, atom 42 (H): 0.07, atom 43 (H): 0.11, atom 44 (H): 0.07, atom 45 (H): 0.14, atom 46 (H): 0.13, atom 47 (H): 0.13, atom 48 (H): 0.09, atom 49 (H): 0.12, atom 50 (H): 0.11, atom 51 (H): 0.14, atom 52 (H): 0.12, atom 53 (H): 0.11, atom 54 (H): 0.15, atom 55 (H): 0.13, atom 56 (H): 0.08, atom 57 (H): 0.07, atom 58 (H): 0.12, atom 59 (H): 0.12, atom 60 (H): 0.13, atom 61 (H): 0.08, atom 62 (H): 0.11, atom 63 (H): 0.11, atom 64 (H): 0.08, atom 65 (H): 0.10, atom 66 (H): 0.11, atom 67 (H): 0.11, atom 68 (H): 0.10, atom 69 (H): 0.11, atom 70 (H): 0.11, atom 71 (H): 0.12, atom 72 (H): 0.14, atom 73 (H): 0.12, atom 74 (H): 0.12, atom 75 (H): 0.13, atom 76 (H): 0.14, atom 77 (H): 0.13, atom 78 (H): 0.14, atom 79 (H): 0.10, atom 80 (H): 0.10, atom 81 (H): 0.10, atom 82 (H): 0.14, atom 83 (H): 0.13, atom 84 (H): 0.12, atom 85 (H): 0.14, atom 86 (H): 0.13, atom 87 (H): 0.11, atom 88 (H): 0.09, atom 89 (H): 0.09, atom 90 (H): 0.11, atom 91 (H): 0.12, atom 92 (H): 0.10, atom 93 (H): 0.13, atom 94 (H): 0.08, atom 95 (H): 0.13, atom 96 (H): 0.12, atom 97 (H): 0.10, atom 98 (H): 0.12, atom 99 (H): 0.13

---

4.
The following is a DFT calculation (ωB97M-V with the def2-TZVPD basis set) of 2 unconnected molecules or ions with the total composition CH2N2S2 at a distorted geometry.

As for the charge: 0. For the energy above the lowest of the compared OMol25 structures with the same formula, charge and spin, the calculation gives 2.049 eV. For the LUMO energy, the calculation gives -2.3 eV.

Cartesian coordinates (Å):
S -1.349 -1.448 -0.018
S -3.173 1.023 -0.180
N -1.959 0.034 0.372
N 3.173 0.457 0.434
C 2.669 0.014 -0.507
H -1.732 0.335 1.319
H 2.370 -0.415 -1.420

How positive or negative is each atom? The Löwdin charges in e answer that: atom 1 (S): 0.54, atom 2 (S): 0.56, atom 3 (N): -1.10, atom 4 (N): 0.05, atom 5 (C): -0.09, atom 6 (H): 0.00, atom 7 (H): 0.04

---

5.
The following is a DFT calculation (ωB97M-V with the def2-TZVPD basis set) of a molecular structure, CH14MnO6 at a distorted geometry.

As for the spin multiplicity: 6. As for the charge: +2. For the LUMO energy (spin up / spin down), the calculation gives -11.6 / -11.6 eV. The expectation value of S² is 8.7581.

Cartesian coordinates (Å):
Mn -3.780 0.813 -1.060
O 1.331 2.347 -1.518
O -1.159 1.509 2.408
O -1.261 -3.899 1.178
O 2.487 -1.755 -1.788
O 2.185 2.018 1.309
O -1.916 0.382 -0.142
C -0.727 -0.206 -0.636
H 1.681 2.243 0.515
H 0.164 0.288 -0.229
H -1.949 2.040 2.614
H -0.797 -4.278 0.423
H -1.499 -3.012 0.900
H -1.152 1.032 1.527
H 1.992 1.932 -2.088
H -0.562 -0.006 -1.698
H -1.040 0.748 3.021
H 2.151 1.057 1.363
H 0.487 2.060 -1.876
H -0.584 -1.272 -0.452
H 2.011 -1.827 -2.622
H 1.936 -2.215 -1.148

How positive or negative is each atom? The Löwdin charges in e answer that: atom 1 (Mn): 1.54, atom 2 (O): -0.03, atom 3 (O): 0.33, atom 4 (O): -0.04, atom 5 (O): -0.04, atom 6 (O): -0.05, atom 7 (O): -0.45, atom 8 (C): -0.22, atom 9 (H): -0.01, atom 10 (H): 0.07, atom 11 (H): 0.19, atom 12 (H): 0.05, atom 13 (H): -0.01, atom 14 (H): 0.13, atom 15 (H): 0.08, atom 16 (H): 0.08, atom 17 (H): 0.21, atom 18 (H): 0.03, atom 19 (H): 0.02, atom 20 (H): 0.08, atom 21 (H): 0.04, atom 22 (H): 0.02

---

6.
The following is a DFT calculation (ωB97M-V with the def2-TZVPD basis set) of a molecular structure, C4H5BaO2 at a distorted geometry.

As for the charge: +1. For the energy above the lowest of the compared OMol25 structures with the same formula, charge and spin, the calculation gives 0.000 eV. For the LUMO energy, the calculation gives -4.8 eV.

Cartesian coordinates (Å):
Ba -3.756 2.480 1.418
O -1.388 2.602 0.592
O 2.481 -1.537 0.376
C -0.905 -1.449 0.274
C -1.897 1.772 -0.215
C 0.208 -1.065 -0.021
C 1.593 -0.738 -0.378
H -1.841 -1.799 0.676
H 3.382 -1.336 0.107
H 1.757 0.336 -0.185
H -1.362 1.637 -1.183
H 1.727 -0.903 -1.461

How positive or negative is each atom? The Löwdin charges in e answer that: atom 1 (Ba): 1.81, atom 2 (O): -0.43, atom 3 (O): -0.05, atom 4 (C): 0.10, atom 5 (C): -0.44, atom 6 (C): -0.10, atom 7 (C): -0.29, atom 8 (H): 0.03, atom 9 (H): 0.09, atom 10 (H): 0.12, atom 11 (H): 0.02, atom 12 (H): 0.13

---

- Look up the charge of the second one.
  0